Molecular formula: C41H38ClIrN9O4
Method: DFT, the ωB97M-V functional and the def2-TZVPD basis

Geometry as XYZ:
```
94
Properties=species:S:1:pos:R:3:lowdin_spin:R:1
Ir 0.0735 -0.0605 0.5565 2.433
O 1.4893 1.8339 -0.1635 0.072
C 2.1839 2.5008 0.9002 0.004
C 1.4704 2.2715 2.2036 0.008
C 1.8930 2.9688 3.3271 0.003
C 1.1973 2.8307 4.5101 -0.001
C 0.0815 2.0039 4.5303 0.002
C -0.2537 1.3265 3.3798 0.008
N 0.4280 1.4375 2.2278 0.073
H 2.1402 1.5028 -0.7929 0.001
H 2.2084 3.5750 0.7006 0.001
H 3.2118 2.1364 0.9631 0.000
H 2.7356 3.6419 3.2502 0.001
H 1.5008 3.3752 5.3933 0.000
H -0.5229 1.8849 5.4174 0.000
H -1.1024 0.6585 3.3767 0.001
C 11.9270 -7.3150 1.0304 0.000
O 11.0829 -6.9104 2.1014 0.000
C 9.9597 -6.2372 1.8110 0.000
C 9.5412 -5.9129 0.5193 0.000
C 8.3571 -5.2154 0.3477 0.000
C 7.5798 -4.8313 1.4363 0.000
C 8.0117 -5.1650 2.7253 0.000
C 9.1831 -5.8561 2.9118 0.000
C 6.3293 -4.1009 1.2867 0.000
N 5.5172 -3.7752 2.2727 0.000
C 4.4947 -3.0977 1.6875 0.000
C 4.6702 -3.0036 0.3222 0.001
N 5.8530 -3.6576 0.0762 0.000
C 3.7349 -2.3664 -0.5368 0.001
C 3.8236 -2.3123 -1.9357 0.002
C 2.8401 -1.6763 -2.6474 0.003
C 1.7922 -1.0626 -1.9589 0.018
N 1.6874 -1.0824 -0.6370 0.069
C 2.6164 -1.7610 0.0797 0.007
C 2.3981 -1.8951 1.5040 0.007
N 1.2412 -1.4036 1.9986 0.101
C 0.9650 -1.6071 3.2735 0.005
C 1.8353 -2.2606 4.1511 0.005
C 3.0313 -2.7323 3.6741 -0.005
C 3.3229 -2.5700 2.3126 0.003
H 12.7697 -7.8198 1.4920 0.000
H 12.2847 -6.4502 0.4678 0.000
H 11.4074 -8.0075 0.3651 0.000
H 10.1204 -6.1982 -0.3450 0.000
H 8.0592 -4.9872 -0.6686 0.000
H 7.4134 -4.8709 3.5756 0.000
H 9.5297 -6.1186 3.9010 0.000
H 6.3209 -3.7700 -0.8055 0.000
H 4.6517 -2.7813 -2.4507 0.000
H 2.8618 -1.6311 -3.7261 0.000
H 1.0307 -0.5260 -2.5048 0.008
H 0.0060 -1.2546 3.6263 0.001
H 1.5480 -2.3897 5.1846 0.001
H 3.7422 -3.2436 4.3086 0.000
C -4.9710 -1.3887 0.7608 0.001
N -3.5560 -1.0764 0.5199 0.008
C -3.1887 0.2887 0.1822 0.018
C -2.6033 -2.0211 0.4538 0.012
C -2.9549 -3.4702 0.5918 0.003
O -1.4013 -1.7309 0.2799 0.065
H -5.5000 -0.4558 0.9344 0.000
H -5.0828 -2.0062 1.6485 0.000
H -5.4210 -1.8908 -0.0950 0.000
H -4.0838 0.9077 0.2388 0.004
H -2.7744 0.3378 -0.8248 0.009
H -2.5600 0.9568 1.9174 0.001
H -4.0168 -3.6790 0.6444 0.000
H -2.4640 -3.8595 1.4839 0.000
H -2.5246 -3.9911 -0.2628 0.000
N -1.4249 3.6068 -0.9015 0.160
C -2.1662 3.6785 0.1610 0.541
O -2.1881 0.8133 1.0315 0.072
C -1.9024 3.9698 1.4598 0.149
C -2.6970 3.3281 2.4469 0.022
N -3.2655 2.6706 3.2032 0.027
C -0.7382 4.7192 1.7897 0.025
N 0.2635 5.2613 1.9564 0.035
H -0.4192 3.4726 -0.8367 0.017
H -1.8404 3.5782 -1.8244 0.015
Cl -5.0231 3.2590 -6.2077 0.056
C -3.8551 2.5217 -5.1873 0.146
C -4.0846 1.2372 -4.6908 -0.019
C -3.1516 0.6482 -3.8716 0.118
C -1.9556 1.3222 -3.5110 0.047
C -1.0287 0.7374 -2.6445 0.477
C -1.7477 2.6177 -4.0556 0.113
C -2.6806 3.2088 -4.8753 -0.016
H -4.9926 0.7184 -4.9637 -0.004
H -3.3257 -0.3539 -3.4984 0.005
H -0.1398 1.2816 -2.3524 0.029
H -1.1696 -0.2757 -2.2892 0.028
H -0.8153 3.1353 -3.8561 0.004
H -2.5119 4.1906 -5.2947 -0.004
```

Computed properties:
- charge = +2
- energy relative to the best compared isomer or geometry (same formula, charge and spin) (kcal per mole) = 24.1
- Kohn-Sham gap (spin up / spin down) (eV) = 6.324 / 5.590
- spin multiplicity = 6
- LUMO level (spin up / spin down) (eV) = -5.34 / -6.08

***

Molecular formula: C7H12
Method: DFT, the ωB97M-V functional and the def2-TZVPD basis

Geometry as XYZ:
```
19
Properties=species:S:1:pos:R:3:nbo_charge:R:1
C -2.4139 -0.3569 0.0865 -0.666
C -1.0496 0.2403 0.0905 0.152
C -0.2273 0.8127 -1.0529 -0.468
C 0.9154 0.3204 -0.1724 -0.057
C 1.7635 -0.8100 -0.2421 -0.225
C 2.4205 0.4878 0.0398 -0.423
C -0.1111 0.4881 1.1376 -0.437
H -2.5957 -0.9810 -0.7959 0.221
H -3.1511 0.4636 0.0648 0.218
H -2.5960 -0.9463 0.9913 0.224
H -0.3893 -1.7734 0.1790 -0.029
H -0.3344 0.3116 -2.0237 0.211
H -0.3411 1.9021 -1.1862 0.205
H 1.9649 -1.3576 -1.1605 0.197
H 0.3924 -1.8811 0.2850 0.028
H 3.0606 0.9536 -0.7164 0.205
H 2.6856 0.7734 1.0606 0.210
H 0.0972 1.5287 1.4054 0.216
H -0.0906 -0.1759 2.0098 0.219
```

Computed properties:
- energy relative to the best compared isomer or geometry (same formula, charge and spin) (kcal per mole) = 162.2
- Kohn-Sham gap (spin up / spin down) (eV) = 8.457 / 6.891
- LUMO level (spin up / spin down) (eV) = 0.70 / 0.03

***

Molecular formula: C26H83B4N5O8SnZn
Method: DFT, the ωB97M-V functional and the def2-TZVPD basis

Geometry as XYZ:
```
128
Properties=species:S:1:pos:R:3:mulliken_charge:R:1
Sn 0.9517 1.0485 -2.6664 1.195
Zn -0.5577 -0.9195 1.5098 -6.653
B 0.4630 -2.6498 0.6812 3.150
H 0.9650 -1.7030 0.8069 -1.032
H 0.2510 -2.7970 -0.3665 -0.710
H 1.0820 -3.4347 1.0874 -0.340
H -0.5145 -2.6450 1.1382 -0.594
B 2.4957 1.1589 0.1991 1.127
H 1.5899 1.7410 0.2700 -0.731
H 3.1181 1.5317 -0.5995 -0.371
H 3.0581 1.2236 1.1176 -0.530
H 2.2839 0.1204 -0.0034 -0.177
B -0.9847 0.1476 -0.2028 6.403
H -1.4059 -0.8450 -0.2430 -1.062
H -1.4202 0.5882 0.6806 -0.608
H 0.0877 0.0528 -0.1303 -1.221
H -1.2491 0.7037 -1.0888 -1.297
B -1.9804 -1.0349 2.9242 5.968
H -2.4575 -1.3413 2.0062 -0.810
H -2.6809 -1.1786 3.7323 -0.330
H -1.1487 -1.7056 3.0744 -0.834
H -1.6528 -0.0069 2.9341 -1.025
C 4.8855 3.7953 3.0385 -0.715
O 3.7727 4.2679 2.3071 -0.175
C 3.0174 5.4164 2.8688 -0.562
C 1.7724 5.6713 2.0256 -0.952
N 0.8890 4.4767 2.0352 0.263
C -0.3375 4.7060 1.2512 -1.293
C -1.3040 3.6005 1.5847 0.172
O -1.7018 3.7068 2.9617 -0.488
C -2.6980 2.7298 3.3474 -0.684
H 4.4903 3.4683 4.0003 0.250
H 5.7057 4.5127 3.0104 0.320
H 5.1578 2.9443 2.4142 0.162
H 3.6905 6.2483 2.6614 0.496
H 2.8469 5.4199 3.9454 0.291
H 2.0553 5.8694 0.9918 0.419
H 1.2280 6.5594 2.3463 0.405
H 0.7095 4.3061 3.0144 -0.112
H -0.1268 4.6403 0.1838 0.347
H -0.7614 5.7052 1.3516 0.520
H -0.7175 2.7107 1.3555 -0.519
H -2.1472 3.7825 0.9184 0.637
H -2.2606 1.8316 3.7833 0.121
H -3.4625 2.5936 2.5826 0.338
H -3.2452 3.2464 4.1360 0.354
C 1.8964 -5.1056 3.9762 -0.974
O 0.7045 -4.9664 3.2292 -0.222
C -0.4643 -5.1557 4.0256 -0.822
C -1.8457 -5.2597 3.3873 -0.158
N -1.7323 -6.4015 2.3427 -0.333
C -3.0608 -6.2407 1.7599 -0.939
C -3.4903 -5.0284 0.9153 -0.260
O -2.5273 -4.9781 -0.1847 -0.425
C -2.4383 -3.6804 -0.8325 -0.573
H 2.7831 -4.8960 3.3780 0.266
H 1.8926 -6.1139 4.3903 0.342
H 1.9042 -4.3730 4.7832 0.402
H -0.5675 -4.3448 4.7466 0.329
H -0.3126 -6.0881 4.5695 0.462
H -1.8931 -4.2332 3.0238 0.011
H -2.6195 -5.4612 4.1281 0.294
H -1.5896 -7.3282 2.7179 0.265
H -3.7757 -6.3691 2.5726 0.440
H -3.1682 -7.1204 1.1253 0.459
H -3.4414 -4.1474 1.5553 0.166
H -4.4730 -5.1780 0.4682 0.391
H -2.7186 -2.9191 -0.1046 0.172
H -3.3322 -3.7266 -1.4545 0.496
H -1.5813 -3.6521 -1.5055 0.079
C -2.6343 2.8069 -2.9152 -0.791
O -1.3578 2.7398 -3.5248 -0.023
C -1.2418 3.4629 -4.7566 -0.640
C -0.1074 2.9102 -5.6854 -0.673
N 1.2214 3.0949 -5.1666 -0.021
C 2.2969 2.7189 -6.1054 -0.831
C 3.6197 2.5496 -5.3741 -0.743
O 3.5959 1.7245 -4.2038 -0.138
C 4.8136 1.4894 -3.5632 -0.742
H -3.1760 3.6133 -3.4094 0.530
H -2.5207 3.1567 -1.8891 0.030
H -3.3948 2.0478 -3.0985 0.248
H -0.9550 4.4906 -4.5337 0.244
H -2.2089 3.3173 -5.2380 0.581
H -0.1502 3.3536 -6.6802 0.384
H -0.1743 1.8303 -5.8170 0.209
H 1.4247 4.0076 -4.7848 0.204
H 2.5816 3.3585 -6.9408 0.306
H 2.0397 1.7266 -6.4760 0.367
H 4.0681 3.5339 -5.2389 0.445
H 4.3611 2.2153 -6.0998 0.460
H 4.5878 0.9802 -2.6263 0.143
H 5.4033 2.3309 -3.1995 0.357
H 5.4882 0.7901 -4.0572 0.324
C -3.0885 -1.1194 -3.3980 -0.757
C -2.0059 -1.7451 -4.2681 0.453
C -2.4831 -2.6505 -5.4008 -1.145
O -3.2356 -3.8022 -5.1208 -0.282
C -3.1973 -4.7066 -6.2489 -0.811
N -1.1215 -0.6533 -4.5065 -0.292
H -3.6567 -1.8665 -2.8437 0.326
H -3.7843 -0.4459 -3.8983 0.354
H -2.5887 -0.5461 -2.6173 -0.006
H -1.5306 -2.4784 -3.6165 0.002
H -1.5227 -2.9359 -5.8300 0.420
H -2.8405 -1.9836 -6.1853 0.409
H -2.2401 -5.1535 -6.5176 0.326
H -3.5626 -4.2255 -7.1561 0.330
H -3.9402 -5.4720 -6.0247 0.267
H -1.4152 -0.0938 -5.2943 0.096
H -0.2426 -0.9835 -4.8789 0.390
C 2.0670 -1.5500 3.5790 -1.316
C 1.4374 -0.2115 3.6798 0.756
C 2.4571 0.8661 4.1442 -1.521
O 1.9146 2.1599 4.0647 0.318
C 1.2079 2.5963 5.2418 -1.012
N 0.8879 0.1481 2.3349 2.098
H 1.4519 -2.3851 3.2440 -0.048
H 2.6474 -1.8207 4.4610 0.551
H 2.8530 -1.4037 2.8381 0.232
H 0.6342 -0.1631 4.4151 0.311
H 3.2104 0.7498 3.3651 0.188
H 2.8831 0.6298 5.1193 0.532
H 1.2132 3.6846 5.3037 0.244
H 1.5922 2.2042 6.1834 0.430
H 0.1556 2.3374 5.1243 0.216
H 1.6887 0.1395 1.7195 -0.579
H 0.6718 1.1335 2.3826 -0.683
```

Computed properties:
- Kohn-Sham gap (eV) = 5.111
- LUMO level (eV) = -2.66

***

Molecular formula: C6H21InO6
Method: DFT, the ωB97M-V functional and the def2-TZVPD basis

Geometry as XYZ:
```
34
Properties=species:S:1:pos:R:3:nbo_charge:R:1
In 2.9526 1.4122 -0.4599 0.991
O 6.8606 4.1392 1.0716 -0.753
H 7.5502 3.7179 0.5225 0.406
O -1.3549 2.7407 2.1455 -0.726
H -1.1831 3.7000 2.0761 0.406
O 2.9007 -1.9907 -4.4530 -0.735
H 2.1625 -2.6298 -4.4198 0.410
C 1.4048 0.5550 7.4870 -0.643
C 2.3354 -0.2574 6.5704 -0.050
O 2.8815 0.5414 5.6077 -0.712
H 0.8864 -0.1286 8.1592 0.214
H 0.6181 1.1163 6.9828 0.216
H 1.9942 1.2558 8.0783 0.196
H 1.7887 -1.0969 6.1408 0.169
H 3.1333 -0.6884 7.1751 0.146
H 3.0789 1.3897 6.0116 0.464
C -3.1208 3.0602 -6.0104 -0.634
C -1.9893 2.1288 -5.6125 -0.062
O -1.8668 2.3771 -4.2329 -0.716
H -3.3569 3.1113 -7.0733 0.213
H -2.9079 4.0904 -5.7249 0.211
H -4.0196 2.7843 -5.4590 0.192
H -1.0415 2.3730 -6.0921 0.176
H -2.2339 1.1130 -5.9230 0.158
H -2.7551 2.4700 -3.8811 0.463
C -2.3047 -4.1316 -1.6187 -0.637
C -1.0606 -4.4529 -0.7971 -0.061
O -0.6660 -3.3419 -0.0431 -0.715
H -3.1022 -3.8134 -0.9474 0.199
H -2.6686 -4.9411 -2.2515 0.213
H -2.1245 -3.2606 -2.2488 0.213
H -0.2209 -4.7686 -1.4162 0.175
H -1.2800 -5.2151 -0.0495 0.153
H -1.2906 -3.3589 0.6857 0.461
```

Computed properties:
- Kohn-Sham gap (eV) = 1.585
- LUMO level (eV) = -6.28

***

no.,DFT total energy (eV)
1,-80078.9969
2,-7446.3989
3,-109072.4300
4,-24005.9080